<w>
Density functional theory data (wB97M-V/def2-TZVPD) for 3 unconnected molecules or ions with the total composition C4H15NO2S.

Summary:
- Lowest unoccupied orbital energy: 0.43 eV
- HOMO: -0.314 Ha

```
23
C4H15NO2S (wB97M-V/def2-TZVPD)
C -0.17 0.19 -1.98
C -0.41 -1.27 -1.59
C -0.76 -1.53 -0.18
S 0.70 -1.61 0.96
C 0.06 -0.85 2.50
N -1.33 1.08 -1.78
H 0.75 0.58 -1.41
H 0.33 0.37 -2.93
H -1.28 -1.71 -2.26
H 0.48 -1.95 -1.97
H -1.44 -0.73 0.09
H -1.26 -2.60 -0.10
H -0.74 -1.34 3.00
H -0.40 0.16 2.35
H 0.95 -0.82 3.19
H -2.27 0.51 -1.84
H -1.23 1.53 -0.85
H 2.92 0.59 0.59
H 1.88 0.84 -0.54
O 2.76 0.98 -0.24
H 0.88 2.41 2.01
H -0.45 2.97 1.48
O 0.02 2.19 1.52
```

Charge distribution, Mulliken scheme, values in e: atom 1 (C): 0.733, atom 2 (C): -0.591, atom 3 (C): -0.435, atom 4 (S): -0.120, atom 5 (C): -0.727, atom 6 (N): -0.611, atom 7 (H): -0.674, atom 8 (H): 0.279, atom 9 (H): 0.276, atom 10 (H): 0.306, atom 11 (H): 0.303, atom 12 (H): 0.281, atom 13 (H): 0.367, atom 14 (H): 0.149, atom 15 (H): 0.298, atom 16 (H): 0.307, atom 17 (H): 0.264, atom 18 (H): 0.265, atom 19 (H): 0.007, atom 20 (O): -0.668, atom 21 (H): 0.298, atom 22 (H): 0.257, atom 23 (O): -0.563



<x>
Density functional theory data (wB97M-V/def2-TZVPD) for 3 unconnected molecules or ions with the total composition C4H15NO2S.

Summary:
- Lowest unoccupied orbital energy: 0.28 eV
- HOMO: -0.333 Ha

```
23
C4H15NO2S (wB97M-V/def2-TZVPD)
C -1.39 -0.81 -0.58
N -0.25 -0.14 -0.03
C -0.55 0.86 1.01
C 0.67 1.16 1.82
S 0.43 2.54 3.06
C -1.14 -1.80 -1.72
H -2.17 -0.13 -0.94
H -1.89 -1.37 0.23
H 0.19 0.42 -0.77
H -1.10 1.67 0.53
H -1.35 0.52 1.74
H 1.54 1.39 1.20
H 1.04 0.37 2.51
H 0.56 3.59 2.23
H -0.41 -2.59 -1.42
H -0.38 -1.38 -2.38
H -2.02 -2.40 -1.93
H 1.10 1.69 -2.93
H 1.95 0.75 -2.24
O 1.24 1.37 -2.03
H 0.88 -2.52 0.91
H 1.39 -1.18 0.62
O 1.66 -1.99 1.09
```

Charge distribution, Mulliken scheme, values in e: atom 1 (C): -0.617, atom 2 (N): 0.004, atom 3 (C): -0.486, atom 4 (C): -0.854, atom 5 (S): -0.222, atom 6 (C): -1.129, atom 7 (H): 0.366, atom 8 (H): 0.384, atom 9 (H): 0.183, atom 10 (H): 0.429, atom 11 (H): 0.355, atom 12 (H): 0.344, atom 13 (H): 0.286, atom 14 (H): 0.115, atom 15 (H): 0.250, atom 16 (H): 0.267, atom 17 (H): 0.383, atom 18 (H): 0.295, atom 19 (H): 0.311, atom 20 (O): -0.670, atom 21 (H): 0.290, atom 22 (H): 0.410, atom 23 (O): -0.693



<y>
Density functional theory data (wB97M-V/def2-TZVPD) for 3 unconnected molecules or ions with the total composition C4H15NO2S.

Summary:
- Lowest unoccupied orbital energy: 0.46 eV
- HOMO: -0.317 Ha

```
23
C4H15NO2S (wB97M-V/def2-TZVPD)
C -1.01 -1.03 -0.57
C -1.01 0.15 -1.53
C 0.35 0.84 -1.65
S 0.65 2.14 -0.35
C 2.11 1.52 0.57
N -0.24 -2.20 -1.07
H -0.63 -0.68 0.40
H -1.96 -1.54 -0.52
H -1.39 -0.16 -2.57
H -1.72 0.97 -1.31
H 1.15 0.10 -1.68
H 0.53 1.32 -2.63
H 3.07 1.62 0.04
H 2.07 0.44 0.77
H 2.21 2.18 1.44
H -0.52 -2.43 -2.01
H 0.76 -2.04 -1.14
H -1.49 1.28 1.51
H -1.84 0.30 2.67
O -2.18 0.72 1.89
H 0.61 -0.86 3.25
H -0.06 -1.70 2.19
O 0.56 -0.96 2.30
```

Charge distribution, Mulliken scheme, values in e: atom 1 (C): -0.039, atom 2 (C): -0.470, atom 3 (C): -0.781, atom 4 (S): -0.117, atom 5 (C): -0.765, atom 6 (N): -0.580, atom 7 (H): -0.163, atom 8 (H): 0.304, atom 9 (H): 0.300, atom 10 (H): 0.307, atom 11 (H): 0.307, atom 12 (H): 0.386, atom 13 (H): 0.334, atom 14 (H): 0.185, atom 15 (H): 0.295, atom 16 (H): 0.240, atom 17 (H): 0.272, atom 18 (H): 0.295, atom 19 (H): 0.288, atom 20 (O): -0.621, atom 21 (H): 0.279, atom 22 (H): 0.319, atom 23 (O): -0.576



Most stable of them? <y>.



<w>
Density functional theory data (wB97M-V/def2-TZVPD) for 7 unconnected molecules or ions with the total composition C11H36O7.

Summary:
- Lowest unoccupied orbital energy: 0.38 eV
- HOMO: -0.343 Ha

```
54
C11H36O7 (wB97M-V/def2-TZVPD)
C -0.96 -0.17 -1.06
C 0.40 0.29 -0.52
C 0.40 1.79 -0.29
O 0.66 -0.37 0.70
H -1.22 0.16 -2.07
H -1.80 0.04 -0.40
H -0.94 -1.27 -1.14
H 1.15 0.03 -1.28
H 1.40 2.23 -0.21
H -0.12 1.99 0.65
H -0.02 2.28 -1.17
H 0.69 -1.33 0.56
C 2.52 -4.75 -0.30
C 1.55 -4.06 0.66
C 2.28 -3.19 1.70
O 0.63 -3.22 -0.05
H 1.99 -5.53 -0.86
H 3.38 -5.14 0.22
H 2.78 -4.04 -1.09
H 0.93 -4.82 1.15
H 3.00 -3.81 2.24
H 1.52 -2.88 2.42
H 2.74 -2.36 1.17
H -0.06 -3.75 -0.46
C 1.30 0.43 3.88
O 1.55 1.31 2.81
H 0.22 0.29 4.02
H 1.69 -0.58 3.69
H 1.75 0.79 4.81
H 1.19 0.88 2.01
C -2.24 -3.15 -3.91
O -1.79 -4.51 -3.86
H -2.98 -3.08 -3.11
H -1.43 -2.44 -3.74
H -2.77 -3.00 -4.85
H -1.56 -4.76 -4.76
C 2.80 5.68 0.94
O 2.00 6.58 1.67
H 2.58 5.71 -0.14
H 3.85 5.82 1.20
H 2.51 4.66 1.23
H 1.16 6.17 1.95
C -4.64 -0.51 -3.32
O -5.64 0.35 -3.85
H -5.10 -1.32 -2.76
H -3.91 -0.85 -4.06
H -4.10 0.12 -2.60
H -5.28 0.83 -4.60
C -0.60 4.20 3.09
O -0.28 5.06 1.95
H -0.95 4.72 3.98
H -1.37 3.51 2.73
H 0.30 3.67 3.38
H -1.18 5.30 1.69
```

Charge distribution, Mulliken scheme, values in e: atom 1 (C): -1.187, atom 2 (C): 0.953, atom 3 (C): -1.604, atom 4 (O): -0.446, atom 5 (H): 0.433, atom 6 (H): 0.306, atom 7 (H): 0.133, atom 8 (H): 0.179, atom 9 (H): 0.390, atom 10 (H): 0.249, atom 11 (H): 0.433, atom 12 (H): 0.123, atom 13 (C): -1.414, atom 14 (C): 0.700, atom 15 (C): -1.480, atom 16 (O): -0.488, atom 17 (H): 0.374, atom 18 (H): 0.359, atom 19 (H): 0.324, atom 20 (H): 0.315, atom 21 (H): 0.489, atom 22 (H): 0.284, atom 23 (H): 0.330, atom 24 (H): 0.256, atom 25 (C): -0.572, atom 26 (O): -0.512, atom 27 (H): 0.258, atom 28 (H): 0.122, atom 29 (H): 0.302, atom 30 (H): 0.394, atom 31 (C): -0.560, atom 32 (O): -0.540, atom 33 (H): 0.166, atom 34 (H): 0.236, atom 35 (H): 0.391, atom 36 (H): 0.304, atom 37 (C): -0.292, atom 38 (O): -0.550, atom 39 (H): 0.215, atom 40 (H): 0.267, atom 41 (H): -0.018, atom 42 (H): 0.416, atom 43 (C): -0.388, atom 44 (O): -0.548, atom 45 (H): 0.269, atom 46 (H): 0.161, atom 47 (H): 0.228, atom 48 (H): 0.295, atom 49 (C): -0.520, atom 50 (O): -0.559, atom 51 (H): 0.344, atom 52 (H): 0.277, atom 53 (H): 0.127, atom 54 (H): 0.277



<x>
Density functional theory data (wB97M-V/def2-TZVPD) for 7 unconnected molecules or ions with the total composition C11H36O7.

Summary:
- Lowest unoccupied orbital energy: 0.42 eV
- HOMO: -0.361 Ha

```
54
C11H36O7 (wB97M-V/def2-TZVPD)
C -1.73 -1.78 4.33
O -0.40 -2.10 3.94
H -2.02 -0.80 3.93
H -2.40 -2.52 3.92
H -1.84 -1.75 5.41
H 0.18 -1.40 4.25
C -2.22 -2.13 -2.44
O -2.49 -3.09 -3.46
H -3.11 -1.93 -1.83
H -1.38 -2.45 -1.82
H -1.95 -1.21 -2.94
H -2.70 -3.93 -3.05
C 4.45 0.02 1.34
O 5.69 0.58 0.92
H 3.67 0.23 0.60
H 4.57 -1.06 1.37
H 4.19 0.39 2.33
H 5.56 1.52 0.75
C 0.43 -1.13 0.41
O -0.16 0.01 -0.20
H 1.51 -0.99 0.53
H -0.01 -1.30 1.39
H 0.27 -2.01 -0.22
H 0.32 0.16 -1.03
C -3.38 -1.25 1.19
O -4.28 -2.32 0.98
H -3.45 -0.82 2.20
H -2.36 -1.51 0.91
H -3.64 -0.41 0.54
H -3.91 -3.11 1.38
C -1.76 4.75 0.60
C -1.32 3.34 0.89
C -2.46 2.47 1.37
O -0.78 2.83 -0.32
H -0.90 5.36 0.32
H -2.20 5.19 1.50
H -2.50 4.75 -0.20
H -0.54 3.37 1.66
H -2.94 2.87 2.26
H -2.08 1.47 1.59
H -3.17 2.33 0.54
H -0.41 1.95 -0.17
C 3.19 -1.33 -3.54
C 2.51 -0.42 -2.54
C 3.16 0.96 -2.51
O 1.11 -0.30 -2.86
H 4.15 -1.69 -3.18
H 3.36 -0.79 -4.48
H 2.55 -2.18 -3.78
H 2.52 -0.87 -1.55
H 2.75 1.60 -3.29
H 4.24 0.89 -2.67
H 3.03 1.46 -1.54
H 1.07 0.06 -3.75
```

Charge distribution, Mulliken scheme, values in e: atom 1 (C): -0.415, atom 2 (O): -0.514, atom 3 (H): 0.133, atom 4 (H): 0.174, atom 5 (H): 0.324, atom 6 (H): 0.292, atom 7 (C): -0.268, atom 8 (O): -0.565, atom 9 (H): 0.291, atom 10 (H): 0.055, atom 11 (H): 0.189, atom 12 (H): 0.297, atom 13 (C): -0.194, atom 14 (O): -0.524, atom 15 (H): -0.123, atom 16 (H): 0.252, atom 17 (H): 0.303, atom 18 (H): 0.301, atom 19 (C): -0.239, atom 20 (O): -0.479, atom 21 (H): 0.031, atom 22 (H): 0.163, atom 23 (H): 0.166, atom 24 (H): 0.190, atom 25 (C): -0.533, atom 26 (O): -0.576, atom 27 (H): 0.382, atom 28 (H): 0.151, atom 29 (H): 0.261, atom 30 (H): 0.319, atom 31 (C): -1.542, atom 32 (C): 0.646, atom 33 (C): -0.915, atom 34 (O): -0.522, atom 35 (H): 0.376, atom 36 (H): 0.391, atom 37 (H): 0.360, atom 38 (H): 0.206, atom 39 (H): 0.407, atom 40 (H): 0.023, atom 41 (H): 0.301, atom 42 (H): 0.416, atom 43 (C): -1.576, atom 44 (C): 0.983, atom 45 (C): -1.182, atom 46 (O): -0.500, atom 47 (H): 0.381, atom 48 (H): 0.379, atom 49 (H): 0.403, atom 50 (H): -0.142, atom 51 (H): 0.361, atom 52 (H): 0.364, atom 53 (H): 0.231, atom 54 (H): 0.304



Most stable of them? <x>.



<w>
Density functional theory data (wB97M-V/def2-TZVPD) for a molecular structure, CH3I2O2P.

Summary:
- Lowest unoccupied orbital energy (alpha / beta): -2.29 / -2.26 eV
- HOMO (alpha / beta): -0.364 / -0.364 Ha

```
9
CH3I2O2P (wB97M-V/def2-TZVPD)
C 0.89 0.70 0.78
O 2.61 -1.77 -0.20
O 0.20 -0.48 1.35
P 1.19 -1.64 1.78
I -0.38 -3.18 2.59
I 2.17 -0.86 3.83
H 1.83 0.46 0.27
H 1.20 1.28 1.64
H 0.12 1.09 0.22
```

Charge distribution, Mulliken scheme, values in e: atom 1 (C): -0.671, atom 2 (O): -0.513, atom 3 (O): -0.185, atom 4 (P): 0.300, atom 5 (I): 0.110, atom 6 (I): 0.065, atom 7 (H): 0.365, atom 8 (H): 0.312, atom 9 (H): 0.217



<x>
Density functional theory data (wB97M-V/def2-TZVPD) for a molecular structure, CH3I2O2P.

Summary:
- Lowest unoccupied orbital energy: -1.30 eV
- HOMO: -0.313 Ha

```
9
CH3I2O2P (wB97M-V/def2-TZVPD)
C -1.11 -0.87 -0.02
O 0.19 2.15 0.05
O 1.56 -0.45 1.05
P 0.56 -0.10 0.07
I 1.36 2.89 1.26
I 1.30 -0.50 -2.19
H -0.76 -1.61 -0.82
H -1.36 -1.35 1.00
H -1.75 -0.16 -0.41
```

Charge distribution, Mulliken scheme, values in e: atom 1 (C): -0.751, atom 2 (O): -0.667, atom 3 (O): -0.475, atom 4 (P): 0.721, atom 5 (I): 0.213, atom 6 (I): 0.044, atom 7 (H): 0.288, atom 8 (H): 0.303, atom 9 (H): 0.325



Most stable of them? <x>.



<w>
Density functional theory data (wB97M-V/def2-TZVPD) for a molecular structure, C4H8O2S.

Summary:
- Lowest unoccupied orbital energy: -2.96 eV
- HOMO: -0.352 Ha

```
15
C4H8O2S (wB97M-V/def2-TZVPD)
O 1.98 0.32 1.36
C 1.69 0.14 0.02
O 2.12 -0.74 -0.66
C 0.60 1.06 -0.51
C -0.73 0.25 -0.49
C -0.79 -0.97 0.43
S -3.69 -1.05 0.04
H 2.78 0.65 0.81
H 0.47 1.96 0.09
H 0.81 1.36 -1.53
H -1.06 0.00 -1.49
H -1.48 0.93 -0.10
H -0.28 -1.86 0.06
H -0.55 -0.72 1.46
H -1.86 -1.32 0.53
```

Charge distribution, Mulliken scheme, values in e: atom 1 (O): -0.411, atom 2 (C): 0.457, atom 3 (O): -0.478, atom 4 (C): -0.547, atom 5 (C): -0.436, atom 6 (C): -0.834, atom 7 (S): -0.149, atom 8 (H): 0.328, atom 9 (H): 0.325, atom 10 (H): 0.278, atom 11 (H): 0.388, atom 12 (H): 0.359, atom 13 (H): 0.374, atom 14 (H): 0.366, atom 15 (H): -0.019



<x>
Density functional theory data (wB97M-V/def2-TZVPD) for a molecular structure, C4H8O2S.

Summary:
- Lowest unoccupied orbital energy: -3.25 eV
- HOMO: -0.356 Ha

```
15
C4H8O2S (wB97M-V/def2-TZVPD)
O 2.88 0.19 0.91
C 2.17 0.22 -0.31
O 2.08 -0.78 -1.07
C 0.97 1.23 -0.01
C -0.11 0.32 0.42
C -0.60 -0.91 -0.42
S -3.51 -0.11 0.19
H 3.35 0.65 -0.11
H 1.35 1.91 0.72
H 0.65 1.87 -0.87
H -1.08 0.74 0.75
H 0.23 -0.13 1.37
H -0.29 -1.09 -1.41
H -0.57 -1.73 0.22
H -1.70 -0.83 -0.48
```

Charge distribution, Mulliken scheme, values in e: atom 1 (O): -0.413, atom 2 (C): 0.586, atom 3 (O): -0.537, atom 4 (C): -0.550, atom 5 (C): -0.484, atom 6 (C): -0.583, atom 7 (S): -0.126, atom 8 (H): 0.240, atom 9 (H): 0.330, atom 10 (H): 0.295, atom 11 (H): 0.406, atom 12 (H): 0.279, atom 13 (H): 0.376, atom 14 (H): 0.414, atom 15 (H): -0.234



Most stable of them? <w>.



<w>
Density functional theory data (wB97M-V/def2-TZVPD) for a molecular structure, C4H8O2S.

Summary:
- Lowest unoccupied orbital energy: -0.69 eV
- HOMO: -0.333 Ha

```
15
C4H8O2S (wB97M-V/def2-TZVPD)
C 0.65 1.22 1.09
C 0.64 -0.43 1.04
C 0.54 -1.00 -0.32
C -0.99 -1.02 -1.03
H -0.95 1.14 -0.15
H 1.56 1.62 0.49
H 0.74 1.37 2.28
H -0.10 -0.65 1.82
H 1.58 -0.85 1.38
H -1.98 -1.52 -0.34
H -0.71 -1.63 -2.12
H -0.99 0.77 -2.22
O -0.49 1.99 0.71
O -1.19 0.47 -1.23
S 1.69 -1.49 -1.39
```

Charge distribution, Mulliken scheme, values in e: atom 1 (C): -0.225, atom 2 (C): -0.787, atom 3 (C): 0.349, atom 4 (C): -0.493, atom 5 (H): 0.391, atom 6 (H): 0.241, atom 7 (H): 0.213, atom 8 (H): 0.314, atom 9 (H): 0.357, atom 10 (H): 0.254, atom 11 (H): 0.321, atom 12 (H): 0.379, atom 13 (O): -0.643, atom 14 (O): -0.447, atom 15 (S): -0.225



<x>
Density functional theory data (wB97M-V/def2-TZVPD) for C4H8O2S in the gas phase.

Summary:
- Lowest unoccupied orbital energy: 0.57 eV
- HOMO: -0.331 Ha

```
15
C4H8O2S (wB97M-V/def2-TZVPD)
C 0.90 0.95 -0.23
C -0.22 -0.05 -0.36
C 0.07 -1.16 0.54
C -1.58 0.44 -0.40
H 1.72 1.50 1.54
H 0.72 1.80 -0.95
H 1.93 0.64 -0.40
H 0.62 -0.55 1.34
H -0.94 -1.52 1.05
H 0.46 -2.55 -0.82
H -2.36 -0.07 0.18
H -1.87 1.55 -0.58
O 0.69 1.49 1.07
O 0.89 -2.10 -0.07
S -1.03 -0.39 -1.93
```

Charge distribution, Mulliken scheme, values in e: atom 1 (C): -0.809, atom 2 (C): 1.254, atom 3 (C): -0.600, atom 4 (C): -1.053, atom 5 (H): 0.356, atom 6 (H): 0.294, atom 7 (H): 0.355, atom 8 (H): 0.306, atom 9 (H): 0.226, atom 10 (H): 0.366, atom 11 (H): 0.285, atom 12 (H): 0.259, atom 13 (O): -0.543, atom 14 (O): -0.498, atom 15 (S): -0.196



<y>
Density functional theory data (wB97M-V/def2-TZVPD) for 2 unconnected molecules or ions with the total composition C4H8O2S.

Summary:
- Lowest unoccupied orbital energy: 0.73 eV
- HOMO: -0.294 Ha

```
15
C4H8O2S (wB97M-V/def2-TZVPD)
C -0.76 0.54 -1.40
C 1.50 -0.88 0.40
C -1.45 0.05 -0.35
C 1.53 0.30 1.31
O -0.52 1.91 -1.41
O 0.93 1.27 1.04
S -1.86 -1.61 -0.14
H -0.19 0.02 -2.21
H 0.94 -1.73 0.76
H 0.97 -0.55 -0.52
H 2.46 -1.26 0.02
H -1.75 0.76 0.42
H 2.24 0.24 2.20
H -1.24 2.33 -0.94
H -2.79 -1.39 0.82
```

Charge distribution, Mulliken scheme, values in e: atom 1 (C): -0.259, atom 2 (C): -0.487, atom 3 (C): -0.279, atom 4 (C): 0.126, atom 5 (O): -0.441, atom 6 (O): -0.374, atom 7 (S): -0.216, atom 8 (H): 0.429, atom 9 (H): 0.249, atom 10 (H): -0.125, atom 11 (H): 0.349, atom 12 (H): 0.266, atom 13 (H): 0.313, atom 14 (H): 0.316, atom 15 (H): 0.134



Most stable of them? <y>.